Here is a molecular structure, C17H22BBrCrF4N2O5PS from OMol25. Energies are from ωB97M-V/def2-TZVPD.

ORCA input file:
```
! RIJCOSX wB97M-V def2-TZVPD def2/J DEFGRID3
* xyz 0 4
Cr 0.257 0.976 -0.214
O 2.801 0.467 5.412
C 2.302 0.659 4.183
C 1.264 1.545 3.908
C 0.818 1.656 2.615
N 1.336 0.950 1.592
C 2.335 0.115 1.881
Br 3.047 -0.894 0.464
C 2.862 -0.063 3.137
H 2.309 0.983 6.061
H 0.796 2.130 4.688
H 0.014 2.329 2.362
H 3.665 -0.762 3.315
C -3.037 -5.359 -2.495
C -2.627 -4.352 -1.456
C -3.573 -3.496 -0.892
C -3.204 -2.542 0.037
C -1.871 -2.437 0.413
C -0.917 -3.285 -0.120
C -1.303 -4.239 -1.051
S -1.398 -1.143 1.519
O -0.050 -1.441 1.947
O -2.433 -1.003 2.509
N -1.332 0.170 0.608
C -2.442 1.118 0.546
C -1.883 2.538 0.505
O -2.554 3.512 0.722
O -0.573 2.595 0.247
H -3.958 -5.869 -2.209
H -2.262 -6.110 -2.645
H -3.217 -4.867 -3.453
H -4.612 -3.580 -1.189
H -3.942 -1.884 0.478
H 0.115 -3.191 0.191
H -0.558 -4.904 -1.473
H -3.113 1.024 1.398
H -3.035 0.994 -0.368
C 3.454 1.806 -2.104
P 1.961 2.453 -1.294
C 2.568 3.695 -0.116
C 1.141 3.423 -2.586
H 4.002 2.607 -2.601
H 3.162 1.058 -2.842
H 4.099 1.331 -1.366
H 3.179 4.449 -0.612
H 3.163 3.206 0.657
H 1.707 4.172 0.352
H 1.808 4.191 -2.981
H 0.252 3.888 -2.161
H 0.833 2.755 -3.390
F -1.384 -1.143 -2.515
B -0.304 -0.339 -2.504
F -0.682 1.017 -2.017
F 0.383 -0.212 -3.671
F 0.630 -0.699 -1.422
*
```

## Properties
HOMO (spin up / spin down): -8.5 / -8.6 eV
calculated total energy: -161347.5416 eV
LUMO level (spin up / spin down): -0.101 / -0.266 eV

Here are the natural (NBO) charges for atoms 1 to 6, given in e: atom 1 (Cr): 1.33, atom 2 (O): -0.63, atom 3 (C): 0.39, atom 4 (C): -0.32, atom 5 (C): 0.11, atom 6 (N): -0.55